A structure of composition C5H9BrSi in a non-equilibrium geometry, computed with the ωB97M-V functional and the def2-TZVPD basis.

Geometry (Å):
C1 -0.769142 1.040282 0.322181
C2 -1.806003 2.144237 -1.051486
C3 0.450856 -1.038237 -1.925815
C4 1.449704 -1.464870 0.972982
C5 -1.158602 1.354921 1.711487
Si1 0.320141 -0.337143 -0.151460
Br1 -0.887919 2.067926 -2.630359
H1 0.852901 -2.019287 -1.897100
H2 -0.493885 -0.872199 -2.324439
H3 1.218610 -0.549078 -2.493427
H4 2.349089 -0.884050 0.943969
H5 0.853990 -1.555819 1.845813
H6 1.511178 -2.444704 0.425318
H7 -2.161150 1.223565 1.969717
H8 -0.617194 0.974826 2.470415
H9 -1.112575 2.359629 1.812204

Atomic forces in eV per Å
C 0.0626 -1.3905 -2.1086
C 2.3512 -2.4977 2.6592
C 1.4918 1.3774 1.8348
C -1.7922 0.3726 -2.4671
C -1.1593 0.3194 -2.6791
Si -1.2072 0.6943 -0.6158
Br -0.1415 0.3879 -0.6752
H -0.4532 -1.3149 0.2069
H -1.5296 -0.2765 -1.2387
H 0.1665 0.8623 -0.4620
H 0.7706 -0.2187 0.8188
H 0.3666 -0.1367 1.3695
H 0.1271 1.0497 0.6123
H -1.9741 -1.0364 -0.0029
H 2.3056 -1.8030 2.2480
H 0.6151 3.6106 0.4997

Values from the calculation:
multiplicity	3
HOMO energy (alpha / beta)	-7.25 / -7.80	eV
E_tot	-3059.12165	Ha
LUMO energy (alpha / beta)	0.5 / -1.6	eV
HOMO-LUMO gap (alpha / beta)	7.758 / 6.172	eV
expectation value of S²	2.01
relative energy (zero: lowest compared OMol25 entry of this formula, charge and spin)	32.6	kcal/mol

---

A structure of composition C31H59IrN6OSi5 in a non-equilibrium geometry, computed with the ωB97M-V functional and the def2-TZVPD basis.

Geometry (Å):
Ir1 -0.171189 0.247386 -0.288454
C1 1.153811 -3.147714 2.306146
Si1 -0.400989 -2.063314 2.630546
C2 -0.664489 -2.342114 4.520046
C3 -1.923189 -2.956314 1.875146
C4 -0.266089 -0.224614 2.084646
Si2 -1.774889 0.706886 2.826046
C5 -3.363589 -0.301414 3.242446
C6 -2.611189 2.073586 1.751346
C7 -1.290389 1.391186 4.551046
Si3 1.516211 0.312686 2.534646
C8 2.285711 -0.408514 4.144546
C9 2.277611 2.075386 2.648646
C10 2.614211 -0.256814 1.063146
C11 3.960411 -0.587914 1.176146
C12 4.740311 -0.736314 0.042946
C13 4.138911 -0.582614 -1.199754
C14 2.793011 -0.256414 -1.240154
N1 2.070211 -0.089714 -0.140754
H1 0.893211 -4.146314 1.967646
H2 1.744311 -3.271314 3.206746
H3 1.792911 -2.688214 1.563846
H4 -0.559689 -3.393014 4.777146
H5 -1.650289 -2.033314 4.845446
H6 0.053311 -1.792714 5.115846
H7 -1.710589 -3.990014 1.619946
H8 -2.250689 -2.447414 0.978346
H9 -2.756289 -2.965014 2.566546
H10 -3.768789 -0.833614 2.387846
H11 -4.137689 0.374786 3.603846
H12 -3.201089 -1.032414 4.027146
H13 -2.001089 2.359786 0.905346
H14 -2.807589 2.965386 2.338346
H15 -3.580989 1.746386 1.380546
H16 -1.230389 0.574186 5.261546
H17 -2.014289 2.100986 4.936746
H18 -0.323089 1.879086 4.548446
H19 1.743111 -0.041814 5.009746
H20 3.317511 -0.093914 4.272646
H21 2.267311 -1.489114 4.178146
H22 1.892111 2.622986 3.499646
H23 2.098111 2.651286 1.752046
H24 3.353911 2.002686 2.786546
H25 4.391011 -0.687614 2.159246
H26 5.800511 -0.930914 0.124046
H27 4.706511 -0.678714 -2.113554
H28 2.279411 -0.085414 -2.176854
C15 1.325011 -0.553014 -5.161954
Si4 -0.181489 -0.795414 -3.979654
C16 -1.875189 -0.819414 -4.900254
C17 0.007811 -2.640814 -3.574154
N2 -0.140589 0.422486 -2.738354
C18 -0.159489 1.710086 -3.107454
C19 -0.310389 2.089786 -4.466654
C20 -0.204289 3.370386 -4.923854
C21 0.082111 4.386686 -4.010854
C22 0.184011 4.082486 -2.682154
C23 0.000611 2.782786 -2.142354
N3 -0.037389 2.565286 -0.812554
Si5 0.055811 3.991386 0.214646
C24 -0.131289 3.902286 2.105546
C25 1.808111 4.766786 -0.030754
C26 -1.370989 5.197086 -0.272254
H29 1.123711 -0.972614 -6.144054
H30 2.201311 -1.060614 -4.764854
H31 1.584511 0.492886 -5.294654
H32 -1.955589 -1.704614 -5.523254
H33 -2.048789 0.040986 -5.537754
H34 -2.682589 -0.854414 -4.174154
H35 0.101611 -3.184314 -4.509954
H36 -0.865989 -3.021314 -3.065054
H37 0.889611 -2.855714 -2.986954
H38 -0.494489 1.315686 -5.184254
H39 -0.315989 3.582386 -5.976854
H40 0.212111 5.406086 -4.343554
H41 0.399511 4.890686 -2.012454
H42 0.634111 4.508586 2.578746
H43 -0.054389 2.897686 2.482746
H44 -1.083689 4.299886 2.424046
H45 2.406411 4.140786 -0.688454
H46 2.348411 4.861086 0.907046
H47 1.765911 5.758386 -0.473554
H48 -1.840189 4.912986 -1.209754
H49 -1.020389 6.218386 -0.379654
H50 -2.150189 5.209586 0.483746
O1 0.050111 -2.163514 -0.600154
N4 0.057511 -3.424014 -0.708054
C27 -1.081889 -4.122114 -0.926754
C28 -1.089889 -5.493214 -1.013854
C29 0.095711 -6.205814 -0.896754
C30 1.266411 -5.482114 -0.722854
C31 1.223011 -4.111314 -0.648654
H51 -1.977289 -3.531014 -1.025454
H52 -2.025789 -6.002614 -1.184154
H53 0.110011 -7.279814 -0.967554
H54 2.220611 -5.980014 -0.661654
H55 2.109511 -3.511614 -0.525954
N5 -3.247589 -0.947314 -1.346954
N6 -2.525789 0.222486 -0.946454
H56 -4.246889 -0.750614 -1.440654
H57 -3.123589 -1.650214 -0.622654
H58 -2.983089 0.721386 -0.183254
H59 -2.463489 0.839986 -1.753554

Atomic forces in eV per Å
Ir 1.0056 0.3602 -2.7216
C -0.3995 0.5441 -0.0064
Si -0.1728 -0.5084 0.1518
C 0.0433 0.5309 -0.6020
C 0.4507 0.3456 0.1569
C 0.1810 0.7175 -0.6573
Si -0.2913 0.2414 0.5231
C 0.7014 -0.1451 -0.1073
C 0.4939 -0.4356 0.2485
C -0.0763 -0.1176 -0.6708
Si 0.4740 -0.0259 0.3304
C -0.4411 -0.0508 -0.6143
C -0.7255 -0.4373 -0.0834
C -0.1521 0.0713 0.8743
C 0.0398 0.0241 -0.1161
C -0.1544 0.0431 -0.0604
C -0.0857 0.0664 0.2636
C 0.2279 0.0702 -0.8206
N -2.3557 0.5010 -0.0320
H -0.1839 -0.1111 -0.0582
H 0.0476 0.0312 0.2407
H 0.2151 0.0249 -0.2354
H 0.0672 -0.2440 -0.1767
H -0.2094 0.0715 0.0741
H 0.2382 0.1362 0.1646
H 0.1432 -0.1563 0.0005
H -0.0715 0.1335 -0.2680
H -0.1467 0.0626 0.2323
H -0.1149 -0.0701 -0.2460
H 0.0682 0.2623 -0.0435
H -0.0057 -0.1505 0.1083
H 0.1202 0.1666 -0.2652
H 0.0168 0.0834 0.1703
H -0.1672 -0.2011 0.0198
H 0.0031 -0.3058 0.1313
H -0.2232 0.1721 0.0120
H 0.2702 0.1929 -0.0243
H -0.1988 0.1082 0.1794
H 0.1730 0.1592 -0.1481
H -0.0203 -0.2723 0.0920
H -0.1211 0.1879 0.1669
H 0.0083 0.2070 -0.2055
H 0.1347 -0.3663 -0.0430
H 0.0681 -0.0386 0.1421
H 0.0420 -0.1181 -0.0035
H -0.0732 0.0097 -0.0634
H -0.1287 -0.0147 -0.0275
C -0.6057 0.1851 0.3844
Si 0.0053 -0.3896 -0.6905
C 0.6833 0.2062 0.1416
C -0.0560 0.7168 0.2419
N 0.2454 -2.2726 2.7676
C -0.0350 2.4833 -0.3195
C -0.0837 -0.5347 0.7162
C 0.2485 1.0573 0.1581
C -0.2202 -0.2112 -1.0376
C 0.1781 -0.6443 0.7407
C 0.1383 -0.2523 -2.6826
N -0.8147 -2.4550 3.0209
Si 0.1948 0.8257 0.0609
C -0.1041 -0.2301 -0.5190
C -0.5350 -0.1890 0.0449
C 0.3736 -0.5156 0.0144
H -0.0653 -0.1200 -0.1882
H 0.0966 -0.1773 0.1422
H 0.0421 0.1214 -0.0206
H 0.0353 -0.2515 -0.1196
H -0.0461 0.1374 -0.0817
H -0.0944 -0.0434 0.2387
H -0.0122 0.0731 -0.2902
H -0.2248 -0.1181 0.1033
H 0.2747 -0.0618 0.1648
H -0.0877 -0.1181 -0.2241
H -0.0034 0.0353 -0.0991
H -0.0091 0.0954 -0.0008
H 0.0765 0.2428 0.1185
H 0.2500 0.0132 -0.0276
H 0.0154 -0.2990 0.2715
H -0.3235 0.0915 -0.0498
H 0.0345 -0.0890 -0.1656
H 0.0023 -0.0098 0.2232
H -0.0275 0.1742 -0.0942
H 0.0123 -0.0386 -0.1618
H 0.1692 0.2336 -0.0470
H -0.0675 -0.0905 0.2582
O 0.0542 1.1861 0.1122
N -0.1484 -1.3709 0.0828
C -0.2318 0.0892 0.0548
C 0.3083 -0.2573 0.0060
C -0.0377 0.3125 -0.0386
C -0.3071 -0.2091 -0.1583
C 0.2546 0.1360 0.0137
H 0.1026 0.1118 -0.0014
H -0.0870 0.0450 0.0026
H -0.0062 -0.1408 0.0131
H 0.1130 0.0292 0.0342
H -0.0560 0.1834 0.0104
N 0.2270 -0.3157 0.1502
N 0.9681 0.6948 0.9176
H 0.3687 0.0758 0.1573
H -0.0739 0.2205 -0.1218
H -0.0631 -0.0348 -0.2752
H 0.2399 -0.0924 0.0659

Values from the calculation:
HOMO energy (alpha / beta)	-5.65 / -5.54	eV
E_tot	-3172.18399	Ha
LUMO energy (alpha / beta)	-0.3 / -0.7	eV
HOMO-LUMO gap (alpha / beta)	5.397 / 4.852	eV
relative energy (zero: lowest compared OMol25 entry of this formula, charge and spin)	60.3	kcal/mol

---

The molecule C4H7N in a non-equilibrium geometry, computed with the ωB97M-V functional and the def2-TZVPD basis.

Geometry (Å):
C1 2.984479 -0.221541 -0.171753
C2 1.772469 -0.104317 0.101808
C3 0.425410 0.327084 0.171625
N1 -0.582105 -0.610740 -0.048588
C4 -1.941982 -0.041433 -0.196955
H1 4.074442 -0.264658 -0.538970
H2 0.345037 1.084711 -0.575700
H3 0.434283 0.842377 1.154726
H4 -0.513122 -1.393357 0.673624
H5 -2.684848 -0.842710 0.060256
H6 -2.069536 0.495769 -1.191713
H7 -2.244523 0.728812 0.561644

Atomic forces in eV per Å
C -1.8481 0.3075 0.1456
C 6.3739 -1.2414 -2.0697
C 0.1563 1.6300 1.4571
N -1.6422 -2.4820 1.0011
C -0.3862 0.1674 0.7788
H -2.5426 -0.0625 1.0885
H -0.2127 0.8475 -0.5704
H -0.8066 0.1835 -0.0438
H -0.5252 1.5306 -1.4145
H 0.6082 0.5550 -1.1341
H 0.0621 -1.2069 1.0057
H 0.7632 -0.2288 -0.2443

Values from the calculation:
HOMO energy	-8.92	eV
E_tot	-211.24963	Ha
LUMO energy	1.0	eV
HOMO-LUMO gap	9.917	eV
SMILES	C#CCNC
relative energy (zero: lowest compared OMol25 entry of this formula, charge and spin)	69.7	kcal/mol